A single C4H6O2 molecule, computed with the ωB97M-V functional and the def2-TZVPD basis.

Structure (ORCA input):
```
! RIJCOSX wB97M-V def2-TZVPD def2/J DEFGRID3
* xyz 0 1
C -1.390 -0.340 -0.568
C -0.393 -0.437 0.556
O -0.083 -1.464 1.145
C 0.410 0.803 0.789
C 1.472 -0.003 -0.247
O 0.148 1.944 0.234
H -1.034 0.205 -1.455
H -1.741 -1.330 -0.852
H -2.205 0.261 -0.161
H 0.968 0.782 1.747
H 1.336 -0.578 -1.195
H 2.512 0.158 0.006
*
```

Output
Energy above the lowest of the compared OMol25 structures with the same formula, charge and spin = 126.9 kcal per mole
Lowest unoccupied orbital energy (alpha / beta) = -2.107 / -0.803 eV
HOMO (alpha / beta) = -9.27 / -9.68 eV
Frontier orbital gap (alpha / beta) = 7.166 / 8.875 eV


A 12-piece molecular cluster, C33H70O34S6 overall, computed with the ωB97M-V functional and the def2-TZVPD basis.

Structure (ORCA input):
```
! RIJCOSX wB97M-V def2-TZVPD def2/J DEFGRID3
* xyz -1 2
O -16.598 -12.457 -18.182
S -15.191 -12.209 -17.914
O -14.173 -12.204 -19.000
O -15.054 -10.832 -17.103
C -14.086 -9.925 -17.464
C -12.880 -9.935 -16.478
C -14.584 -13.235 -16.558
H -14.679 -9.034 -17.254
H -13.944 -9.817 -18.539
H -13.183 -10.021 -15.435
H -12.310 -9.006 -16.453
H -12.243 -10.767 -16.778
H -15.350 -13.675 -15.919
H -13.847 -12.760 -15.911
H -13.912 -13.912 -17.086
O -6.352 4.087 -18.216
S -6.563 2.978 -17.282
O -7.926 2.665 -16.829
O -5.983 1.691 -18.220
C -6.448 0.409 -17.794
C -6.079 -0.817 -18.671
C -5.366 2.807 -15.829
H -7.527 0.566 -17.795
H -6.246 0.312 -16.727
H -5.036 -1.130 -18.623
H -6.150 -0.373 -19.664
H -6.757 -1.670 -18.656
H -4.333 2.999 -16.118
H -5.720 1.914 -15.313
H -5.635 3.657 -15.202
O -11.730 -0.843 -22.947
S -11.240 -1.519 -24.114
O -10.359 -0.937 -25.157
O -10.678 -2.885 -23.419
C -9.822 -3.739 -24.208
C -10.219 -5.181 -24.052
C -12.740 -2.345 -25.026
H -8.831 -3.488 -23.831
H -9.797 -3.444 -25.257
H -9.341 -5.666 -24.478
H -11.160 -5.357 -24.574
H -10.275 -5.585 -23.042
H -13.337 -1.601 -25.553
H -13.269 -3.010 -24.343
H -12.116 -2.936 -25.696
O -12.054 -15.528 -22.161
S -11.366 -14.369 -22.733
O -11.889 -13.767 -24.001
O -11.525 -13.217 -21.516
C -11.540 -11.884 -21.917
C -12.041 -10.923 -20.838
C -9.520 -14.448 -22.718
H -12.298 -11.761 -22.691
H -10.554 -11.610 -22.291
H -11.907 -9.871 -21.088
H -11.516 -10.979 -19.884
H -13.078 -11.130 -20.573
H -9.162 -14.494 -21.690
H -9.111 -13.584 -23.242
H -9.234 -15.394 -23.178
O -11.571 -4.758 -12.012
S -10.949 -4.844 -13.291
O -11.264 -5.919 -14.237
O -11.150 -3.408 -14.052
C -10.513 -3.252 -15.275
C -10.882 -1.881 -15.646
C -9.125 -4.734 -12.900
H -10.849 -3.947 -16.044
H -9.424 -3.271 -15.226
H -11.871 -1.932 -16.102
H -10.226 -1.404 -16.373
H -10.967 -1.270 -14.747
H -8.765 -5.616 -12.371
H -8.961 -3.794 -12.373
H -8.539 -4.905 -13.802
O -13.130 -5.961 -18.183
S -12.126 -5.867 -19.206
O -12.589 -5.861 -20.605
O -11.131 -4.559 -18.994
C -10.599 -3.866 -20.122
C -10.089 -2.490 -19.715
C -10.866 -7.291 -19.049
H -11.397 -3.845 -20.864
H -9.799 -4.487 -20.523
H -9.747 -1.955 -20.601
H -9.131 -2.632 -19.215
H -10.729 -1.930 -19.032
H -10.568 -7.387 -18.005
H -9.884 -7.060 -19.462
H -11.314 -8.129 -19.583
O -13.586 -3.327 -17.277
H -13.544 -4.252 -17.518
H -13.828 -2.878 -18.087
C -6.057 -5.213 -22.918
C -4.836 -4.715 -22.260
O -5.242 -3.496 -21.851
C -6.549 -3.534 -21.594
O -7.137 -2.551 -21.126
O -6.997 -4.694 -22.017
H -5.933 -6.293 -22.840
H -6.372 -4.923 -23.920
H -3.960 -4.700 -22.908
H -4.529 -5.318 -21.406
C -8.928 2.782 -20.873
C -9.626 1.460 -20.807
O -10.695 1.624 -19.885
C -10.599 2.785 -19.344
O -11.309 3.043 -18.378
O -9.563 3.540 -19.908
H -8.942 3.169 -21.892
H -7.885 2.578 -20.631
H -9.006 0.699 -20.333
H -10.021 1.258 -21.802
C -14.685 -6.258 -24.305
C -14.956 -6.908 -22.963
O -14.343 -8.142 -23.255
C -13.279 -7.933 -23.972
O -12.297 -8.695 -24.070
O -13.452 -6.695 -24.656
H -14.922 -5.198 -24.402
H -15.412 -6.703 -24.985
H -16.034 -7.013 -22.845
H -14.569 -6.405 -22.077
C -6.493 -9.502 -20.673
C -7.557 -10.594 -20.516
O -8.504 -10.185 -21.440
C -8.433 -8.843 -21.529
O -9.210 -8.141 -22.081
O -7.201 -8.376 -21.152
H -5.790 -9.850 -21.430
H -6.042 -9.367 -19.690
H -8.015 -10.545 -19.528
H -7.298 -11.647 -20.624
C -6.191 -6.286 -18.095
C -6.080 -4.794 -17.831
O -7.301 -4.429 -17.158
C -8.115 -5.438 -17.327
O -9.215 -5.392 -16.844
O -7.527 -6.483 -17.856
H -5.564 -6.839 -17.396
H -6.087 -6.550 -19.148
H -5.964 -4.235 -18.760
H -5.270 -4.877 -17.107
*
```

Output
Lowest unoccupied orbital energy (alpha / beta) = 1.639 / 1.619 eV
HOMO (alpha / beta) = -0.42 / -8.83 eV
Frontier orbital gap (alpha / beta) = 2.062 / 10.451 eV


A single C2H3N3O3 molecule, computed with the ωB97M-V functional and the def2-TZVPD basis.

Structure (ORCA input):
```
! RIJCOSX wB97M-V def2-TZVPD def2/J DEFGRID3
* xyz 0 1
O -2.675 -0.052 0.087
C -1.438 0.023 -0.048
N -0.666 1.224 -0.113
N 0.670 1.185 0.072
C 1.443 0.009 0.033
O 2.625 -0.048 0.005
O 0.794 -1.273 0.028
N -0.720 -1.164 -0.132
H -1.105 2.058 0.209
H 1.189 2.071 -0.125
H -1.063 -2.056 0.263
*
```

Output
Energy above the lowest of the compared OMol25 structures with the same formula, charge and spin = 27.8 kcal per mole
Lowest unoccupied orbital energy = 0.445 eV
HOMO = -9.43 eV
SMILES = O=C1NNC(=O)ON1
Frontier orbital gap = 9.873 eV


A 3-piece molecular cluster, C5H13NO4 overall, computed with the ωB97M-V functional and the def2-TZVPD basis.

Structure (ORCA input):
```
! RIJCOSX wB97M-V def2-TZVPD def2/J DEFGRID3
* xyz 0 1
O -0.751 1.190 1.262
C 0.377 1.352 0.887
O 1.394 1.804 1.655
C 0.907 0.885 -0.482
C 0.813 -0.660 -0.495
C -0.170 -1.038 -1.600
C -0.787 0.249 -2.052
N 0.050 1.361 -1.584
H 1.036 1.683 2.542
H 1.911 1.267 -0.653
H 0.529 -1.096 0.461
H 1.817 -1.076 -0.638
H 0.314 -1.513 -2.468
H -0.864 -1.840 -1.340
H -1.777 0.384 -1.603
H -0.949 0.341 -3.128
H 0.575 1.881 -2.265
O 1.072 -0.758 3.108
H 0.153 -0.463 2.994
H 1.332 -1.599 2.713
O -2.737 -0.809 0.924
H -2.074 -1.513 0.723
H -2.173 -0.033 1.038
*
```

Output
Energy above the lowest of the compared OMol25 structures with the same formula, charge and spin = 4.1 kcal per mole
Lowest unoccupied orbital energy = 0.467 eV
HOMO = -9.07 eV
SMILES = O=C(O)[C@H]1CCCN1.O.O
Frontier orbital gap = 9.533 eV


A 4-piece molecular cluster, C24H20F4 overall, computed with the ωB97M-V functional and the def2-TZVPD basis.

Structure (ORCA input):
```
! RIJCOSX wB97M-V def2-TZVPD def2/J DEFGRID3
* xyz 0 1
F 13.824 -0.943 -11.495
C 15.072 -1.198 -11.117
C 15.324 -1.568 -9.808
C 16.635 -1.718 -9.390
C 17.694 -1.470 -10.267
C 17.428 -1.070 -11.572
C 16.110 -0.951 -11.995
H 14.522 -1.717 -9.096
H 16.858 -1.937 -8.355
H 18.702 -1.494 -9.876
H 18.239 -0.892 -12.264
H 15.875 -0.698 -13.021
F 14.681 -2.089 -17.179
C 14.776 -2.128 -18.515
C 15.662 -1.282 -19.140
C 15.838 -1.388 -20.516
C 15.073 -2.282 -21.259
C 14.153 -3.121 -20.627
C 14.024 -3.036 -19.259
H 16.242 -0.562 -18.576
H 16.532 -0.796 -21.097
H 15.290 -2.399 -22.313
H 13.651 -3.910 -21.169
H 13.354 -3.658 -18.673
F 11.329 -4.126 -17.423
C 11.118 -3.579 -16.208
C 12.215 -3.482 -15.354
C 12.107 -2.838 -14.135
C 10.874 -2.312 -13.756
C 9.791 -2.412 -14.611
C 9.908 -3.044 -15.856
H 13.156 -3.939 -15.632
H 13.006 -2.716 -13.547
H 10.634 -1.817 -12.822
H 8.776 -2.119 -14.371
H 9.059 -3.118 -16.524
F 8.696 -9.990 -13.602
C 8.573 -8.681 -13.873
C 7.319 -8.132 -14.072
C 7.203 -6.770 -14.296
C 8.344 -5.975 -14.387
C 9.597 -6.539 -14.185
C 9.710 -7.901 -13.943
H 6.460 -8.792 -14.088
H 6.253 -6.284 -14.468
H 8.184 -4.921 -14.567
H 10.487 -5.926 -14.239
H 10.718 -8.285 -13.847
*
```

Output
Energy above the lowest of the compared OMol25 structures with the same formula, charge and spin = 7.6 kcal per mole
Lowest unoccupied orbital energy = 0.799 eV
HOMO = -9.17 eV
SMILES = Fc1ccccc1.Fc1ccccc1.Fc1ccccc1.Fc1ccccc1
Frontier orbital gap = 9.966 eV


C11H12O as an isolated structure, computed with the ωB97M-V functional and the def2-TZVPD basis.

Structure (ORCA input):
```
! RIJCOSX wB97M-V def2-TZVPD def2/J DEFGRID3
* xyz 0 1
C -4.032 0.083 0.310
C -1.732 -0.330 -0.100
C -1.645 0.928 0.141
C -0.280 1.526 0.072
C 0.866 0.882 -0.360
C 2.403 1.144 -0.352
C 3.242 -0.091 -0.381
C 2.847 -0.570 1.109
C 2.048 -1.139 -0.149
C 0.676 -0.628 -0.268
C -0.556 -1.203 -0.178
H -3.631 -0.323 2.002
H -4.880 -0.568 -0.472
H -3.957 1.604 0.080
H -2.500 1.715 0.286
H -0.594 2.629 0.522
H 2.714 1.791 0.408
H 2.442 2.066 -1.210
H 4.166 -0.482 -0.803
H 3.874 -1.095 1.794
H 2.168 0.147 1.761
H 2.359 -2.157 -0.557
H -1.013 -2.189 -0.471
O -3.021 -0.845 -0.301
*
```

Output
Energy above the lowest of the compared OMol25 structures with the same formula, charge and spin = 281.0 kcal per mole
Lowest unoccupied orbital energy = -0.274 eV
HOMO = -8.46 eV
Frontier orbital gap = 8.186 eV


An isolated ion of composition C3H2BrN2S and charge -1, computed with the ωB97M-V functional and the def2-TZVPD basis.

Structure (ORCA input):
```
! RIJCOSX wB97M-V def2-TZVPD def2/J DEFGRID3
* xyz -1 1
C -0.248 0.619 -0.962
C 0.766 -1.013 0.543
C 0.747 1.494 -1.434
N 0.082 -0.192 -0.030
N 1.931 1.497 -1.137
S 3.359 2.164 -1.334
Br -0.347 2.898 -2.884
H -1.271 0.665 -1.295
H 0.919 -0.956 1.613
*
```

Output
Energy above the lowest of the compared OMol25 structures with the same formula, charge and spin = 49.2 kcal per mole
Lowest unoccupied orbital energy (alpha / beta) = 3.540 / 3.540 eV
HOMO (alpha / beta) = -3.25 / -3.25 eV
Frontier orbital gap (alpha / beta) = 6.791 / 6.792 eV


A 3-piece molecular cluster, C26H34F16N2O3 overall, computed with the ωB97M-V functional and the def2-TZVPD basis.

Structure (ORCA input):
```
! RIJCOSX wB97M-V def2-TZVPD def2/J DEFGRID3
* xyz 0 1
C 1.235 2.801 2.282
C 1.653 1.540 1.515
O 2.711 1.814 0.597
C 2.381 1.923 -0.770
C 3.316 2.955 -1.284
N 4.034 3.741 -1.706
C 0.968 2.525 -1.033
C -0.105 1.558 -1.239
N -0.935 0.798 -1.456
C 2.654 0.611 -1.565
C 2.638 -0.727 -0.799
C 1.420 -1.661 -0.987
C 1.859 -3.109 -1.293
C 0.507 -1.663 0.247
C -0.681 -2.659 0.159
C -1.992 -1.974 0.420
C -2.854 -1.547 -0.490
C -4.098 -0.796 -0.064
C -2.687 -1.773 -1.968
H 0.167 2.999 2.183
H 1.442 2.678 3.344
H 1.797 3.661 1.926
H 2.043 0.795 2.209
H 0.808 1.071 1.014
H 0.697 3.214 -0.237
H 1.023 3.112 -1.951
H 1.978 0.564 -2.423
H 3.653 0.721 -1.982
H 3.508 -1.266 -1.171
H 2.832 -0.568 0.264
H 0.827 -1.308 -1.836
H 1.836 -3.733 -0.398
H 2.870 -3.158 -1.698
H 1.192 -3.570 -2.021
H 1.133 -1.922 1.108
H 0.092 -0.672 0.418
H -0.543 -3.448 0.900
H -0.711 -3.131 -0.821
H -2.221 -1.761 1.462
H -4.859 -1.459 0.349
H -4.537 -0.273 -0.913
H -3.843 -0.041 0.680
H -3.206 -2.688 -2.272
H -3.107 -0.943 -2.534
H -1.644 -1.869 -2.267
F -0.481 9.756 0.944
C -0.262 10.049 2.242
F 0.257 11.293 2.319
C 0.738 9.059 2.846
F 1.930 9.180 2.236
F 0.882 9.452 4.149
C 0.312 7.587 2.898
O 0.836 6.770 1.872
C 0.167 6.567 0.706
F -1.028 7.177 0.682
F -0.066 5.228 0.591
C 1.025 6.958 -0.505
F 1.303 8.273 -0.460
F 0.323 6.701 -1.631
H -1.209 10.024 2.787
H 0.748 7.198 3.816
H -0.771 7.494 2.982
H 1.954 6.383 -0.512
F 0.758 -7.777 -0.374
C 0.730 -7.301 -1.635
F 1.638 -6.306 -1.735
C -0.652 -6.725 -1.962
F -0.899 -5.660 -1.177
F -0.547 -6.283 -3.254
C -1.840 -7.692 -1.940
O -2.630 -7.647 -0.772
C -2.383 -8.460 0.294
F -1.357 -9.300 0.070
F -3.486 -9.216 0.507
C -2.159 -7.638 1.571
F -1.081 -6.845 1.423
F -1.931 -8.484 2.599
H 0.993 -8.101 -2.331
H -2.499 -7.347 -2.736
H -1.527 -8.706 -2.188
H -3.038 -7.028 1.783
*
```

Output
Energy above the lowest of the compared OMol25 structures with the same formula, charge and spin = 0.0 kcal per mole
Lowest unoccupied orbital energy = 0.480 eV
HOMO = -8.47 eV
SMILES = CCO[C@](C#N)(CC#N)CC[C@@H](C)CCC=C(C)C.FC(F)C(F)(F)COC(F)(F)C(F)F.FC(F)C(F)(F)COC(F)(F)C(F)F
Frontier orbital gap = 8.950 eV


| no. | strongest force on any atom (hartree/bohr) |
| --- | --- |
| 1 | 0.062 |
| 2 | 0.094 |
| 3 | 0.083 |
| 4 | 0.042 |
| 5 | 0.030 |
| 6 | 0.146 |
| 7 | 0.043 |
| 8 | 0.008 |